(1)
{
  "formula": "C6H15NO6PSn",
  "method": "wB97M-V/def2-TZVPD",
  "species": ["Sn", "P", "O", "O", "O", "O", "C", "O", "C", "C", "N", "C", "C", "O", "C", "H", "H", "H", "H", "H", "H", "H", "H", "H", "H", "H", "H", "H", "H", "H"],
  "positions_angstrom": [[-0.881859, -1.121102, 1.315116], [-3.503406, -3.119679, 0.783352], [-3.327571, -2.573339, 2.208263], [-4.908462, -3.767526, 0.601805], [-2.180015, -3.853397, 0.415171], [-3.607023, -1.738116, 0.007959], [-1.792729, -0.827420, -2.489016], [-0.824094, -0.133316, -1.693275], [-0.579368, 1.234424, -1.997036], [0.642914, 1.713809, -1.208369], [0.282889, 1.777124, 0.214703], [1.255260, 2.123107, 1.237905], [2.411470, 1.169352, 1.218341], [1.911194, -0.139975, 1.492078], [2.954672, -1.035029, 1.870716], [-1.697396, -0.735166, -3.570909], [-2.767222, -0.415537, -2.226698], [-1.669336, -1.871139, -2.200005], [-1.443274, 1.821274, -1.684987], [-0.475160, 1.376898, -3.072644], [0.978701, 2.676825, -1.593021], [1.419527, 0.951704, -1.272910], [-0.470505, 2.441337, 0.321163], [0.847621, 2.148285, 2.248497], [1.487165, 3.187161, 1.191942], [3.199022, 1.385374, 1.940280], [2.983549, 1.227929, 0.292388], [2.581301, -2.057091, 1.934716], [3.578861, -0.777707, 2.726444], [3.593273, -1.069064, 0.988031]],
  "forces_ev_per_angstrom": [[-2.6651, -1.8275, -1.3246], [-0.6688, 0.3360, -0.8121], [0.9796, 1.0324, 1.2741], [2.3940, 0.3876, -0.0040], [-0.3647, 1.0574, -0.0572], [0.8685, -0.0948, 0.1026], [-0.3902, 0.2803, 0.5130], [0.9345, 0.0135, 0.0948], [-0.1868, -0.3663, 0.4403], [-0.2242, -0.6451, 0.5102], [-1.3898, -0.3799, 0.6779], [0.2598, 0.6327, 0.0442], [0.7759, 0.0080, 0.3089], [-0.2256, 0.0053, 0.6828], [0.3985, -0.4571, -1.7488], [0.6751, 0.2671, -0.0731], [-0.2324, -0.5127, 0.0765], [-0.4846, 0.1066, -0.0420], [-0.2786, 0.2407, 0.0034], [0.2960, -0.0509, -0.0941], [0.2130, 0.0794, -0.1357], [0.1519, 0.1818, -0.4328], [-0.3413, -0.0487, -0.1120], [-0.7011, -0.8143, -0.0197], [1.0782, 0.1402, -0.6059], [-0.3080, 0.3906, 0.5350], [-0.3010, -0.4163, -0.5425], [-0.3685, 0.2105, 0.4119], [-0.4873, 0.3682, 0.2491], [0.5932, -0.1248, 0.0797]],
  "mulliken_spin": [-0.171, -0.104, 0.338, 0.407, 0.038, 0.487, -0.003, 0.003, -0.001, -0.001, 0.001, -0.001, 0.001, 0.006, 0.000, 0.000, -0.001, 0.002, 0.000, 0.000, 0.000, -0.001, 0.000, 0.000, 0.000, 0.000, 0.000, -0.001, 0.001, 0.000],
  "fmax_ev_per_a": 3.49,
  "charge": 0,
  "multiplicity": 2,
  "e_homo_ev": [-8.37, -7.69]
}

***

(2)
{
  "formula": "C51H92F4N10O3PS",
  "method": "wB97M-V/def2-TZVPD",
  "species": ["C", "C", "N", "C", "C", "C", "C", "O", "O", "C", "C", "C", "C", "C", "C", "N", "P", "S", "C", "C", "F", "F", "C", "F", "F", "C", "C", "C", "C", "C", "O", "C", "C", "N", "C", "H", "H", "H", "H", "H", "H", "H", "H", "H", "H", "H", "H", "H", "H", "H", "H", "H", "H", "H", "H", "H", "H", "H", "H", "H", "H", "H", "H", "H", "H", "H", "H", "H", "H", "H", "H", "H", "H", "H", "H", "H", "H", "H", "C", "C", "C", "C", "N", "H", "H", "H", "H", "H", "H", "H", "C", "C", "C", "C", "N", "H", "H", "H", "H", "H", "H", "H", "C", "C", "C", "C", "N", "H", "H", "H", "H", "H", "H", "H", "C", "C", "C", "C", "N", "H", "H", "H", "H", "H", "H", "H", "C", "C", "C", "C", "N", "H", "H", "H", "H", "H", "H", "H", "C", "C", "C", "C", "N", "H", "H", "H", "H", "H", "H", "H", "C", "C", "C", "C", "N", "H", "H", "H", "H", "H", "H", "H"],
  "positions_angstrom": [[-0.441174, 2.827179, 4.250436], [0.231576, 1.509321, 3.560174], [-0.742133, 0.598236, 2.923211], [-0.563164, 0.344180, 1.491291], [-2.095543, 0.190101, 0.909106], [-3.245026, 0.623554, 1.928741], [-3.695576, -0.567256, 2.929929], [-4.289002, -1.596403, 2.543082], [-3.325027, -0.404428, 4.305024], [-0.072161, 1.557799, 0.536306], [-0.556396, 3.085732, 0.694343], [-1.624285, 3.491227, -0.480632], [-1.397520, 5.073615, -0.837402], [-1.322760, 5.252418, -2.441661], [-2.730707, 5.868529, -0.365470], [0.783876, 1.224565, -0.435007], [1.479152, 2.394380, -1.570125], [2.786338, 3.500523, -0.592316], [0.951657, -0.283541, -0.332590], [2.260873, -0.851458, -1.041240], [2.499814, -2.229601, -0.856150], [2.043626, -0.688611, -2.461753], [3.639626, -0.097035, -0.596198], [4.571220, -1.042970, -0.067137], [4.224243, 0.562312, -1.720465], [0.409735, -0.897927, 1.037994], [-0.169006, -2.386407, 1.100391], [-0.449274, -3.125907, -0.285248], [-2.007929, -3.241360, -0.700192], [-2.923229, -4.004967, 0.373310], [-3.605229, -5.114145, -0.288832], [-4.614854, -4.627435, -1.211906], [1.723588, -0.986337, 1.967810], [1.475315, -1.393564, 3.381281], [2.685284, -0.911114, 4.148984], [-0.581777, 2.602879, 5.373052], [-1.446450, 3.082693, 3.777592], [0.286804, 3.706170, 4.192540], [0.670370, 0.932463, 4.461820], [1.137515, 1.808775, 2.938589], [-0.893619, -0.263974, 3.457470], [-2.228790, 0.861929, -0.024145], [-2.336285, -0.866007, 0.561245], [-3.081956, 1.613516, 2.465782], [-4.185458, 0.795316, 1.277582], [-2.786609, -1.174189, 4.602081], [0.310807, 3.816558, 0.780121], [-1.161200, 3.189185, 1.669020], [-1.458790, 2.811109, -1.378947], [-2.679615, 3.374716, -0.026397], [-0.505163, 5.517449, -0.278013], [-2.119855, 5.996543, -2.798047], [-1.546423, 4.256027, -2.951312], [-0.294171, 5.669070, -2.747717], [-2.810394, 5.973455, 0.771511], [-3.609862, 5.253192, -0.788929], [-2.789241, 6.899676, -0.877667], [2.199542, 1.818431, -2.660484], [0.508730, 3.290925, -2.153120], [0.131299, -0.601177, -1.088205], [3.356649, 0.670528, 0.200799], [-1.182660, -2.321410, 1.654335], [0.458641, -3.109793, 1.740739], [0.088798, -2.718836, -1.199821], [-0.093737, -4.219366, -0.175710], [-2.445459, -2.232593, -1.055702], [-2.010334, -3.899993, -1.649802], [-2.360324, -4.349765, 1.300299], [-3.766256, -3.285239, 0.690541], [-4.673477, -3.481786, -1.278453], [-4.268463, -4.966370, -2.262099], [-5.657300, -5.052826, -1.050643], [2.551997, -1.658394, 1.563244], [2.177898, 0.077617, 2.018892], [1.484693, -2.414696, 3.507264], [2.670959, -1.200458, 5.247913], [2.722271, 0.239773, 4.120825], [3.600933, -1.302711, 3.581703], [-5.114794, -8.910646, -0.471409], [-5.950556, -9.898198, -1.275571], [-6.386699, -9.347178, -2.632888], [-7.333835, -8.235204, -2.504103], [-8.075032, -7.360338, -2.404838], [-5.690405, -8.019441, -0.207801], [-4.776273, -9.374436, 0.458612], [-4.230911, -8.595799, -1.033846], [-6.824801, -10.194293, -0.687110], [-5.356753, -10.801440, -1.441043], [-6.860704, -10.150484, -3.204654], [-5.511727, -9.025842, -3.205494], [5.224637, -0.838357, -4.030994], [4.682773, -1.321748, -5.370652], [5.681232, -2.182523, -6.145704], [6.849059, -1.415091, -6.588723], [7.766728, -0.814224, -6.935296], [6.082215, -0.173295, -4.163257], [4.454016, -0.283888, -3.492171], [5.534635, -1.680670, -3.406117], [4.380741, -0.458007, -5.971357], [3.780509, -1.914065, -5.187128], [5.180590, -2.601816, -7.023605], [6.003093, -3.028517, -5.531463], [9.462385, 2.131724, -1.972849], [8.014099, 1.662838, -1.909188], [7.128820, 2.563758, -1.046118], [7.490032, 2.506066, 0.373242], [7.773691, 2.461455, 1.487441], [9.940545, 2.088208, -0.990900], [10.034646, 1.493112, -2.649821], [9.526568, 3.158572, -2.342065], [7.983349, 0.633484, -1.537873], [7.609202, 1.647722, -2.926013], [6.087342, 2.246960, -1.157478], [7.185094, 3.596428, -1.402763], [-6.627773, 7.013455, 1.046164], [-7.449613, 5.739897, 1.204362], [-6.753171, 4.676306, 2.056177], [-5.554101, 4.141700, 1.405904], [-4.611530, 3.722034, 0.895923], [-5.697785, 6.824958, 0.501896], [-7.196349, 7.762359, 0.483536], [-6.376328, 7.441369, 2.021418], [-7.685843, 5.337190, 0.214464], [-8.400970, 5.997689, 1.679420], [-7.451987, 3.853844, 2.237652], [-6.492248, 5.090867, 3.034253], [-1.050066, -11.756109, -0.363276], [-0.629282, -11.587028, -1.817954], [-1.572370, -10.683501, -2.613885], [-2.900255, -11.279767, -2.786511], [-3.943664, -11.746024, -2.920994], [-2.014116, -12.264627, -0.282212], [-0.311732, -12.355876, 0.174252], [-1.128200, -10.787498, 0.137866], [-0.559014, -12.571436, -2.290691], [0.373807, -11.149695, -1.840791], [-1.137308, -10.499919, -3.600966], [-1.662826, -9.710250, -2.122232], [11.416522, -0.588331, 2.992988], [9.951812, -0.188717, 3.123721], [9.687083, 0.744379, 4.305515], [9.899330, 0.082073, 5.596267], [10.066978, -0.436570, 6.609579], [11.750267, -1.172794, 3.854112], [11.560841, -1.200875, 2.099487], [12.057344, 0.292984, 2.905520], [9.337586, -1.090972, 3.207889], [9.647491, 0.320136, 2.203807], [8.651496, 1.093563, 4.253839], [10.323579, 1.630884, 4.232683], [-6.858768, 12.867033, 0.282651], [-5.592331, 12.053361, 0.518771], [-5.279055, 11.085723, -0.623844], [-6.271150, 10.011883, -0.731601], [-7.050394, 9.169370, -0.818028], [-7.744117, 12.227311, 0.244711], [-7.001455, 13.584154, 1.094447], [-6.797117, 13.425815, -0.654786], [-5.684097, 11.507595, 1.463086], [-4.751194, 12.744597, 0.630103], [-4.294648, 10.640276, -0.450302], [-5.216964, 11.630737, -1.570226]],
  "forces_ev_per_angstrom": [[0.4880, -0.5609, 0.2108], [0.4756, 0.2296, 2.6117], [1.4911, 1.2559, -1.2984], [-1.0111, -0.4500, -1.1632], [-0.6297, 0.0664, -0.6187], [-1.6252, -0.0347, -0.1232], [-0.3944, -2.2223, -0.4624], [2.3074, 3.7581, 1.2092], [0.3493, -0.2233, -2.0677], [0.2516, 2.0613, 1.4835], [-1.3062, -1.1386, 0.5744], [0.7725, 0.8178, 0.9941], [-1.6624, 0.0297, -0.4199], [0.3296, 0.3608, 0.3380], [0.0907, -0.2962, -0.7590], [-1.7982, -1.5708, 2.4877], [2.4056, 2.9350, 0.2527], [-0.7057, -0.6740, -0.3465], [-1.8754, -2.9225, -3.3135], [1.2686, -0.6995, -1.0336], [-1.1656, 2.6273, -0.1756], [0.4649, -0.1586, 2.6587], [0.6584, -0.2770, -0.1379], [-2.0900, 2.2619, -1.3752], [-1.2242, -1.2314, 2.7757], [2.3698, 0.7759, 1.2590], [-1.3849, -0.2626, -0.5133], [-0.9365, -1.0387, -0.3840], [0.7845, -0.4434, -0.6404], [-1.2730, 1.1376, -0.8020], [-0.1265, 1.2889, 0.5900], [0.2782, 0.0600, -1.7984], [0.2856, 1.0561, 0.4420], [0.8958, 0.6599, 0.3629], [0.3253, 0.6250, -0.2735], [-0.0465, 0.4140, -1.8482], [1.3715, -0.2738, 0.6842], [-1.1047, -1.1047, -0.0510], [-0.4551, 0.9072, -1.5620], [-1.3353, -0.4381, 0.3221], [0.4197, 0.5167, -0.5925], [0.1469, -1.0475, 1.3410], [0.5516, 1.2802, 0.4461], [0.0925, -1.5785, -0.5964], [1.4657, -0.3852, 0.9424], [-1.0693, 0.3470, -0.2774], [-0.8011, -1.2893, -0.4360], [1.2017, -0.5019, -1.3754], [-0.4660, 0.9742, 1.0236], [1.7561, -0.0889, -1.0237], [-1.0142, -0.7838, -1.0067], [1.2416, -1.0908, 0.5054], [0.4477, 1.3682, 0.4964], [-1.5522, -0.7700, 0.2464], [0.0135, -0.2149, -1.6642], [1.2243, 1.1179, 0.9141], [0.2962, -1.4916, 1.0069], [-1.0789, -0.6994, 0.5263], [-0.1102, -1.3267, 0.3955], [1.3820, 0.0730, 0.9399], [0.9868, -0.8805, -1.0860], [1.5320, -0.0922, -0.7549], [-0.6244, 1.6303, -1.0220], [-0.4123, -0.3543, 1.3755], [-0.4510, 1.7504, -0.1695], [0.6470, -1.4533, 0.8122], [-0.0410, 0.9927, 1.4809], [-0.6817, 0.1016, -1.3993], [1.4570, -0.9524, -0.0063], [0.0606, -1.6111, 0.4311], [-0.7208, 0.4949, 1.4945], [1.4654, 0.4213, 0.2298], [-1.2219, 0.7899, -0.1640], [-0.6286, -1.5498, 0.0063], [-0.1251, 0.5981, -0.4934], [-0.0055, 0.0347, -1.5648], [-0.0512, -1.7809, -0.0102], [-0.7812, 0.5583, 1.2457], [-0.0794, 0.0053, 0.0892], [0.2035, -0.1176, 0.4324], [-0.0661, -0.3883, 0.0437], [-0.0516, 0.2222, -0.1410], [0.2491, -0.2204, 0.0401], [0.0850, 0.0028, -0.0418], [-0.0004, 0.0777, -0.0589], [-0.0217, 0.0309, 0.0253], [-0.0025, 0.0520, -0.1490], [-0.2825, 0.1803, -0.0836], [-0.0236, 0.1760, -0.0347], [-0.1188, 0.0823, 0.0298], [-0.1319, 0.1160, -0.1164], [-0.0790, 0.1311, 0.3141], [-0.3424, -0.0383, -0.1819], [0.2530, -0.0531, -0.0442], [-0.3058, -0.1038, 0.1491], [0.0050, -0.0858, 0.0025], [0.2524, -0.2520, -0.3639], [0.0087, 0.0475, 0.0016], [0.0500, -0.1417, -0.0530], [0.0895, -0.0193, -0.1296], [0.2077, 0.0321, -0.0131], [0.1125, 0.1172, -0.0569], [0.0805, -0.0737, 0.0165], [0.3395, -0.0959, -0.2165], [-0.2017, -0.2107, -0.2288], [-0.0009, 0.1692, 0.1773], [-0.0735, -0.0864, -0.2730], [-0.0393, 0.0472, -0.0446], [-0.0233, 0.0885, 0.0660], [0.0153, -0.0561, 0.0279], [-0.1196, 0.0990, 0.0009], [-0.0961, 0.0154, 0.1397], [0.0364, 0.0986, 0.1749], [0.0561, -0.0361, 0.1722], [-0.2559, -0.0588, 0.0748], [0.0560, 0.4260, -0.1417], [-0.4489, -0.1076, -0.0248], [0.1643, -0.0921, 0.1311], [-0.4308, -0.0505, 0.2969], [-0.0163, 0.0218, 0.0098], [0.2865, -0.5588, 0.4013], [0.0239, -0.0464, 0.0016], [-0.0076, -0.0653, 0.1401], [0.0859, -0.1837, 0.0069], [0.2344, -0.0876, -0.0086], [0.1584, -0.0636, -0.1153], [-0.0117, -0.0928, 0.0373], [0.1669, -0.1659, 0.3491], [0.3284, -0.0497, -0.1888], [-0.2081, 0.0728, -0.0508], [0.4449, 0.0542, -0.0549], [0.0360, 0.0662, -0.0039], [-0.0949, 0.0559, -0.0120], [-0.0134, -0.0504, -0.0100], [-0.0240, 0.1501, -0.0639], [-0.1154, 0.0094, -0.1373], [-0.2129, -0.0103, 0.0068], [-0.1535, -0.0982, -0.0087], [0.0169, -0.1241, 0.0100], [0.2444, -0.1609, -0.3203], [-0.3090, -0.0089, -0.2231], [0.1005, 0.0653, 0.2321], [-0.0718, 0.0919, -0.3200], [0.0029, 0.0767, -0.0302], [0.0399, 0.0491, 0.0811], [-0.0213, -0.0543, 0.0128], [-0.0255, 0.1308, 0.0613], [-0.1040, 0.0514, 0.1844], [0.1037, 0.0204, 0.1376], [-0.0075, -0.1021, 0.1252], [-0.0769, -0.0025, 0.0686], [-0.1895, 0.3369, 0.1854], [0.2998, 0.0406, 0.2172], [-0.1254, -0.0887, -0.2614], [0.2270, 0.8772, -0.4321], [0.0534, 0.0368, -0.0434], [-0.0207, -0.0516, -0.0975], [-0.0237, -0.0287, 0.0526], [0.0923, -0.0307, -0.1225], [0.0158, -0.1761, -0.0531], [-0.1324, -0.1163, -0.0984], [-0.1309, -0.1323, 0.0201]],
  "lowdin_charge": [-0.083, -0.240, -0.004, -0.248, -0.061, -0.084, -0.369, 0.068, 0.021, -0.072, -0.102, -0.173, -0.359, -0.102, -0.125, -0.118, 0.519, 0.210, -0.120, -0.272, 0.077, 0.013, -0.172, 0.035, -0.036, -0.213, -0.101, -0.177, -0.174, -0.208, -0.241, -0.116, -0.189, -0.124, -0.122, 0.085, 0.060, 0.080, 0.111, 0.112, 0.119, 0.124, 0.100, 0.105, 0.130, 0.120, 0.084, 0.110, 0.080, 0.063, 0.128, 0.083, 0.070, 0.086, 0.083, 0.074, 0.084, 0.015, 0.000, 0.174, 0.128, 0.121, 0.129, 0.096, 0.134, 0.107, 0.126, 0.132, 0.109, 0.096, 0.101, 0.096, 0.135, 0.120, 0.103, 0.100, 0.080, 0.096, -0.108, -0.277, -0.199, -0.237, 0.135, 0.068, 0.073, 0.065, 0.115, 0.058, 0.120, 0.112, -0.109, -0.261, -0.194, -0.233, 0.147, 0.070, 0.035, 0.087, 0.114, 0.107, 0.119, 0.121, -0.103, -0.267, -0.189, -0.219, 0.154, 0.073, 0.078, 0.079, 0.113, 0.103, 0.085, 0.126, -0.124, -0.251, -0.178, -0.173, 0.166, 0.062, 0.011, 0.081, 0.117, 0.114, 0.123, 0.125, -0.109, -0.266, -0.189, -0.205, 0.169, 0.075, 0.074, 0.074, 0.115, 0.109, 0.119, 0.115, -0.112, -0.275, -0.202, -0.237, 0.139, 0.074, 0.071, 0.077, 0.111, 0.085, 0.107, 0.122, -0.109, -0.266, -0.186, -0.187, 0.155, 0.074, 0.075, 0.078, 0.112, 0.110, 0.116, 0.123],
  "fmax_ev_per_a": 4.80,
  "charge": 1,
  "e_homo_ev": -11.56
}